[1]
C18H17IrN2O8 | ωB97M-V/def2-TZVPD

LUMO energy	-1.9	eV
Kohn-Sham gap	7.18	eV
energy relative to the best compared isomer or geometry (same formula, charge and spin)	1.137	eV
2S+1	1

```
46
Properties=species:S:1:pos:R:3:forces:R:3
Ir -1.8308 -0.6840 -0.3462 0.06 0.24 -0.16
O 1.9349 0.1514 1.0152 -0.01 0.04 0.00
C 0.8517 -0.4165 1.0060 -0.02 0.00 0.02
O 0.2730 -0.8526 -0.0569 0.03 -0.16 -0.06
C 0.1541 -0.6657 2.3320 0.05 0.00 0.02
C 0.9505 -0.6009 3.4708 -0.01 0.02 -0.03
C 0.4272 -0.8765 4.7143 -0.02 0.20 0.04
C -0.9072 -1.2062 4.8892 -0.01 0.02 -0.01
C -1.6880 -1.2301 3.7664 0.00 -0.01 0.22
C -1.2048 -0.9792 2.4753 -0.13 0.03 -0.17
O -2.1265 -1.0479 1.5102 0.01 0.05 0.17
N -3.1245 -1.5242 3.9063 -0.04 -0.02 -0.54
O -3.4434 -2.6920 3.9739 0.01 -0.01 0.19
O -3.8831 -0.5808 3.8808 0.02 0.02 0.19
N 1.2977 -0.8192 5.8956 0.18 -0.78 -0.13
O 2.4694 -0.5581 5.7204 -0.03 0.29 0.04
O 0.8101 -1.1362 6.9633 -0.08 0.27 0.07
H 1.9922 -0.3414 3.3540 0.00 0.00 0.01
H -1.3071 -1.4179 5.8700 0.00 0.00 0.00
C -3.8631 -0.4621 -0.5442 -0.08 -0.18 -0.16
H -4.1960 -0.3637 -1.5829 0.00 0.02 0.02
H -4.2249 0.4077 0.0084 0.09 0.01 0.03
H -4.3599 -1.3412 -0.1231 -0.03 0.00 0.02
C 3.1272 -0.3473 -4.8468 0.00 0.00 0.00
C 2.1579 0.2277 -3.8567 0.01 0.00 0.00
C 0.8429 -0.2379 -3.7935 0.04 -0.01 0.00
C -0.0401 0.2458 -2.8557 -0.01 0.08 0.07
C -1.4479 -0.2805 -2.8249 -0.03 0.20 0.24
C 0.3913 1.2586 -1.9731 -0.01 -0.06 -0.09
C -0.5101 1.8158 -1.0076 -0.05 -0.07 -0.14
O -1.5250 1.2800 -0.5170 0.05 -0.04 0.34
C 1.7061 1.7574 -2.0313 -0.02 0.00 0.04
C 2.2138 2.7721 -1.0465 0.03 -0.01 -0.01
C 2.5657 1.2200 -2.9753 0.01 -0.03 -0.01
H 2.6267 -0.9813 -5.5762 0.00 0.00 0.00
H 3.8753 -0.9506 -4.3291 0.00 0.00 0.00
H 3.6574 0.4439 -5.3774 0.00 0.00 0.00
H 0.5164 -1.0012 -4.4901 0.00 0.00 0.00
H -1.6859 -0.8052 -3.7493 -0.02 -0.10 0.04
H -2.2028 0.4890 -2.6880 0.00 0.00 -0.06
H -1.5733 -1.1622 -2.1025 0.06 -0.06 -0.12
H -0.3485 2.8386 -0.6638 0.01 0.02 -0.03
H 2.2053 2.3476 -0.0409 -0.01 0.00 -0.02
H 1.6179 3.6870 -1.0529 -0.01 0.01 0.01
H 3.2393 3.0455 -1.2855 -0.01 0.01 -0.01
H 3.5890 1.5744 -3.0149 0.00 0.00 0.00
```
Positions in Å, forces in eV/Å.



[2]
C30H39F21K2O16 | ωB97M-V/def2-TZVPD

LUMO energy	-0.6	eV
Kohn-Sham gap	6.30	eV
2S+1	1

```
108
Properties=species:S:1:pos:R:3:forces:R:3
K -1.1014 0.5717 2.7011 0.08 -0.20 -0.70
K -3.4510 2.2127 0.2408 0.64 -0.60 -0.47
O -0.4699 2.0666 0.2512 -0.87 -1.37 0.61
C -0.4291 1.0424 -0.7507 -1.15 1.26 1.45
C -1.2828 -0.3532 -0.6289 -0.54 0.77 0.96
O -2.5913 -0.4449 -0.0247 1.87 1.56 -0.75
H 0.6234 0.8272 -0.9352 0.50 -0.88 -0.09
H -0.7209 1.5827 -1.6513 -0.54 -0.25 -0.91
H -0.6334 -1.1038 -0.1784 0.53 -0.13 0.71
H -1.2279 -0.6870 -1.6651 -0.54 -0.15 -0.86
C 2.5737 3.0216 -3.4075 0.23 -0.06 0.58
C 1.5565 2.2782 -4.2395 -0.42 0.63 0.14
O 2.2046 1.3394 -5.1090 -0.27 -0.96 0.05
C 2.8778 1.7579 -6.1429 0.61 3.21 -1.29
O 3.0828 2.9309 -6.4651 -0.43 -2.68 0.62
C 3.3945 0.5821 -7.0122 0.98 0.90 -1.53
F 3.0190 -0.5612 -6.5056 0.15 -0.94 0.19
F 2.9280 0.6616 -8.2914 -0.07 0.11 1.10
F 4.7578 0.6314 -7.1500 -1.20 -0.15 0.67
H 3.4359 3.3614 -3.9812 -0.23 -0.01 -0.19
H 2.9480 2.3735 -2.6151 0.02 -0.07 0.04
H 2.1408 3.8945 -2.9188 -0.17 -0.05 -0.08
H 0.9021 2.9448 -4.8012 0.39 0.13 -0.44
H 0.8557 1.6794 -3.6577 0.36 -0.14 0.27
C -2.9794 -4.7814 1.4536 0.83 0.90 -0.77
C -3.0676 -3.2294 1.6009 -0.14 -2.19 0.05
O -4.2180 -3.1721 2.4611 -1.33 3.24 3.53
C -4.3530 -2.0987 3.3684 2.46 0.78 -2.40
O -3.6005 -1.1312 3.4489 -1.05 -2.03 0.00
C -5.6884 -2.0888 4.1313 1.37 0.17 1.32
F -6.0856 -3.3269 4.2190 -1.10 -0.84 0.48
F -5.6380 -1.5303 5.4019 0.44 -0.92 -1.60
F -6.5203 -1.3455 3.4551 -1.11 0.46 -0.73
H -3.7833 -5.0791 0.7804 0.02 -0.36 0.28
H -2.9872 -5.3081 2.4079 -0.41 0.27 0.05
H -2.0272 -5.0662 1.0060 0.01 0.09 -0.33
H -3.3541 -2.7403 0.6699 0.61 0.28 0.12
H -2.1596 -2.8459 2.0663 -0.30 0.41 -0.04
C 3.4505 3.4696 1.1786 -1.48 -0.03 0.06
C 2.5587 2.2627 1.6368 0.46 1.70 -0.61
O 3.3775 1.5672 2.5450 0.92 -3.63 2.03
C 3.0128 0.3585 3.1179 -4.04 2.53 -2.59
O 1.8788 -0.1462 3.0108 3.15 1.29 0.50
C 4.1147 -0.2760 3.9075 1.02 1.39 0.93
F 4.1273 -1.5318 3.6551 0.17 -2.33 -0.36
F 5.3315 0.2309 3.5716 -0.96 -0.17 0.80
F 3.8511 -0.1270 5.2350 0.58 0.33 -0.78
H 2.7909 4.1727 0.6701 -0.12 -0.11 -0.35
H 4.2436 3.2041 0.4797 0.00 -0.22 0.27
H 3.8246 4.0716 2.0067 0.25 -0.48 0.22
H 2.2623 1.6716 0.7703 -0.14 -0.22 0.25
H 1.6720 2.5954 2.1764 -0.16 0.09 -0.29
C -2.4568 0.4475 -4.7746 -0.88 0.29 0.23
C -3.0788 1.3957 -3.6975 2.14 -1.32 0.72
O -4.2302 2.0134 -4.1690 -3.12 0.84 0.35
C -5.0668 2.6808 -3.3363 2.99 2.67 0.81
O -4.7683 3.1798 -2.2283 -1.00 -2.33 -2.58
C -6.3308 3.2088 -4.1113 1.64 -1.59 -0.06
F -6.3165 4.5408 -4.2149 -0.06 -0.76 -0.31
F -6.3524 2.5885 -5.3174 -0.48 1.18 0.54
F -7.3680 2.8195 -3.4110 -1.19 0.13 0.21
H -3.0245 -0.4664 -4.9491 -0.41 0.09 0.38
H -1.4730 0.0770 -4.4864 0.09 0.47 0.13
H -2.4368 0.9200 -5.7566 0.34 0.30 0.12
H -2.3645 2.1547 -3.3786 0.16 0.17 -0.26
H -3.3014 0.8534 -2.7786 -0.08 -0.32 0.02
C -0.2981 5.8946 2.1229 0.16 0.51 -0.04
C -0.7612 4.7341 2.9929 0.66 -0.27 -0.41
O 0.2256 4.6154 4.0553 0.79 -0.95 1.51
C 0.2310 3.4928 4.8211 -3.73 1.35 -2.12
O -0.6567 2.6680 4.7627 0.90 0.00 0.11
C 1.3896 3.3440 5.7317 1.68 1.30 1.61
F 2.1334 2.4031 5.2357 1.34 -1.40 -1.10
F 2.1208 4.4894 5.7631 -0.52 -0.66 0.31
F 1.1262 2.9507 6.9876 -0.66 0.75 -0.48
H 0.6205 5.7761 1.5483 -0.04 -0.76 0.09
H -0.0735 6.7643 2.7404 -0.30 0.01 0.28
H -1.0560 6.2126 1.4070 -0.19 -0.23 0.10
H -0.7523 3.7567 2.5105 -0.17 0.16 -0.55
H -1.7610 4.9230 3.3840 0.14 0.00 0.36
C 2.7912 -1.1357 -2.6202 0.23 0.80 -0.92
C 1.6916 -1.6709 -3.5027 0.21 0.37 0.05
O 1.0987 -2.5832 -2.6124 -2.57 -1.98 0.03
C 0.0784 -3.3472 -3.0585 0.73 0.10 -2.82
O -0.3151 -3.4542 -4.2290 0.88 0.55 3.42
C -0.4303 -4.2451 -1.9193 -0.11 0.26 0.99
F -0.0841 -3.7295 -0.6962 -0.08 -0.82 -1.05
F -1.7466 -4.3182 -1.9347 -0.45 -0.03 -0.17
F 0.0474 -5.4982 -2.0405 0.14 0.65 0.19
H 2.3832 -0.4388 -1.8881 -0.03 -0.10 0.08
H 3.4685 -0.5862 -3.2740 0.42 -0.02 0.31
H 3.2665 -1.9721 -2.1078 0.24 0.20 -0.15
H 2.0159 -2.1727 -4.4143 0.18 -0.07 0.09
H 0.9443 -0.9301 -3.7871 0.06 0.17 -0.02
C 1.8780 -2.8069 1.4748 -0.92 0.18 0.35
C 1.2168 -3.5356 2.6944 0.02 0.26 -0.69
O 2.0397 -4.5838 3.2325 0.60 -1.83 1.55
C 1.5616 -5.3994 4.2381 -3.68 2.87 -0.04
O 0.4254 -5.3000 4.7444 3.55 -0.45 -1.68
C 2.5690 -6.4270 4.7516 -0.07 0.76 0.83
F 2.2754 -7.6104 4.2925 -0.86 -1.49 -0.10
F 3.7851 -6.1785 4.3406 1.23 0.65 0.07
F 2.5393 -6.4327 6.1171 0.06 -0.08 -1.15
H 1.8981 -3.4004 0.5607 0.31 -0.26 0.35
H 2.7835 -2.2116 1.5916 0.40 -0.88 0.59
H 1.2183 -1.9781 1.2176 -0.64 -0.12 0.03
H 0.2973 -4.0284 2.3784 -0.14 0.22 -0.21
H 0.9561 -2.8531 3.5033 0.18 0.13 -0.03
```
Positions in Å, forces in eV/Å.



[3]
C26H55Br3F3N7O9 | ωB97M-V/def2-TZVPD

LUMO energy (alpha / beta)	-2.9 / -8.0	eV
net charge	+1
Kohn-Sham gap (alpha / beta)	7.80 / 2.66	eV
2S+1	2

```
103
Properties=species:S:1:pos:R:3:forces:R:3
C 3.5902 0.8157 7.0570 -0.86 -0.59 -0.87
C 2.7415 1.2994 5.8668 0.87 -1.83 0.93
O 2.6176 2.4827 5.8132 -0.67 2.88 -0.84
N 2.1068 0.4824 5.0015 0.33 2.69 -0.64
C 2.1784 -0.8841 4.8683 -0.20 -2.80 -0.12
H 4.6173 0.5638 6.7933 0.03 0.39 -0.09
H 3.1765 -0.0876 7.5053 -0.08 0.12 0.29
H 3.4752 1.7253 7.6466 0.65 -0.57 0.60
H 1.6164 0.9858 4.2761 0.09 0.10 0.25
H 1.3803 -1.3294 5.4623 0.25 -0.68 0.23
H 3.1665 -1.2875 5.0900 -0.05 -0.06 0.45
H 1.9970 -1.2008 3.8412 -0.12 0.26 -0.05
C -2.9313 -0.5984 6.5344 0.81 0.52 0.84
C -1.4862 -0.7006 7.1049 -0.76 -0.65 -0.82
O -0.8618 -1.7220 6.8539 0.30 0.37 0.10
N -1.0101 0.2892 7.8979 0.25 0.44 -1.09
C 0.3528 0.3124 8.4348 -1.00 -1.10 0.79
H -2.9499 -0.8304 5.4696 0.15 -0.13 0.26
H -3.3735 0.3860 6.6873 -0.08 0.00 0.04
H -3.5067 -1.3441 7.0830 -0.12 0.03 -0.15
H -1.5401 1.1378 8.0363 -0.10 -0.31 -0.20
H 0.7787 -0.6889 8.3703 -0.26 -0.07 -0.05
H 0.0838 0.4804 9.4777 1.32 0.45 0.28
H 1.0911 0.9752 7.9835 -0.62 0.47 0.04
C 1.8046 0.7773 -6.8412 0.15 -0.08 0.86
C 1.5278 1.0914 -5.3897 -1.69 1.99 0.49
O 0.5850 1.8522 -5.0424 1.03 -1.17 -0.31
N 2.3294 0.4969 -4.5101 1.29 -0.44 1.45
C 2.2678 0.5066 -3.0105 -0.74 0.07 -1.11
H 2.5404 -0.0259 -6.8006 -0.28 -0.20 -0.84
H 2.2186 1.6221 -7.3917 -0.13 0.06 0.18
H 0.8325 0.5053 -7.2524 0.32 -0.26 -0.31
H 3.1352 0.0156 -4.8829 -0.26 0.00 0.02
H 3.0068 -0.1840 -2.6041 -0.09 0.01 -0.21
H 1.2635 0.1661 -2.7584 0.06 -0.06 0.24
H 2.4152 1.4833 -2.5495 0.08 0.12 -0.37
C -4.7497 -0.1760 -2.9670 0.25 -0.76 0.02
C -6.1926 0.0308 -3.3046 0.99 0.54 1.10
O -7.0926 -0.7880 -3.0262 0.23 0.81 -0.61
N -6.3998 1.2695 -3.7844 -3.20 -0.68 0.02
C -7.6892 1.8085 -4.1991 -0.12 0.26 -1.41
H -4.6657 -0.3533 -1.8948 -0.16 -0.01 -0.06
H -4.1699 0.7111 -3.2220 -0.06 -0.11 -0.06
H -4.3624 -1.0650 -3.4647 0.05 0.01 0.02
H -5.6184 1.7738 -4.1782 1.36 0.72 -0.51
H -7.4572 2.6826 -4.8075 -0.09 0.28 0.50
H -8.4648 1.9992 -3.4573 0.63 0.01 0.67
H -8.2183 1.1819 -4.9172 0.29 -0.59 -0.02
C 4.1467 -1.1842 2.0661 0.73 -0.10 -0.50
C 4.8535 -1.3439 0.7116 -1.16 -0.93 -0.11
O 4.2556 -0.9372 -0.2772 0.01 0.75 -0.44
N 5.9541 -2.1080 0.5573 0.86 -0.12 -0.01
C 6.7371 -2.2344 -0.6919 1.00 0.44 0.49
H 4.0395 -0.1157 2.2527 0.13 -0.04 0.17
H 4.6223 -1.7001 2.9001 0.08 0.15 -0.03
H 3.1355 -1.5692 1.9338 0.09 -0.06 -0.07
H 6.4515 -2.4192 1.3794 -0.26 0.11 -0.02
H 6.6796 -1.3746 -1.3595 -0.65 -0.01 0.21
H 6.6601 -3.1536 -1.2727 -0.77 -0.03 0.31
H 7.7844 -2.2287 -0.3902 0.08 -0.01 0.17
C -2.9095 1.1740 -5.7659 0.73 0.53 0.30
C -3.2167 2.5411 -5.2016 -0.82 -0.35 1.17
O -4.3933 2.8800 -4.9316 0.53 -0.21 0.05
N -2.1439 3.2837 -4.9131 0.25 -0.21 -1.15
C -2.1116 4.5848 -4.3866 -0.90 2.60 1.77
H -2.6593 1.4009 -6.8022 -0.18 -0.77 -0.24
H -3.6835 0.4253 -5.5971 -0.24 0.44 -0.51
H -2.0184 0.7924 -5.2675 0.24 0.05 -0.21
H -1.2190 3.0002 -5.2036 0.07 -0.93 -0.11
H -1.6008 4.6133 -3.4241 0.19 -0.25 0.07
H -3.0799 5.0369 -4.1720 -0.43 -0.73 -0.06
H -1.6728 5.4104 -4.9470 0.52 -0.68 -0.82
C 1.2517 -2.9979 -0.9575 0.62 -0.30 0.27
C 2.1786 -3.5254 -2.0469 -2.85 -1.82 -2.75
O 1.7791 -4.2937 -2.9710 0.80 1.52 2.11
N 3.3720 -2.9808 -2.0232 0.56 0.14 -0.02
C 4.3782 -3.1207 -3.0493 1.34 0.77 0.79
H 0.5049 -3.7401 -0.6755 0.06 0.17 -0.09
H 0.7954 -2.0505 -1.2443 -0.19 -0.15 -0.36
H 1.8785 -2.7291 -0.1072 -0.22 -0.15 0.37
H 3.5222 -2.3971 -1.2127 0.75 0.37 -0.38
H 4.0665 -3.3326 -4.0720 -0.49 -0.22 0.49
H 5.1811 -3.7754 -2.7101 -0.34 -0.80 -0.36
H 4.9425 -2.1883 -3.0356 -0.24 0.45 -0.37
C -1.5251 1.8289 -0.9648 0.59 -0.45 0.18
C -0.4123 1.2231 -0.1350 0.16 -0.08 0.38
O -1.0716 0.8495 1.0595 -1.89 -0.49 2.86
C -0.4776 0.1490 2.0319 2.33 -0.80 -3.21
O 0.6090 -0.3814 1.7907 -2.00 0.82 1.84
C -1.2907 -0.0081 3.3565 1.04 0.70 0.03
F -2.5080 0.5793 3.3054 0.72 -0.72 -0.04
F -1.3596 -1.2921 3.6532 -0.38 0.19 -0.08
F -0.5755 0.5907 4.3372 -0.69 -0.05 -0.46
H -2.0642 2.5320 -0.3300 0.26 0.48 -0.40
H -2.2566 1.0565 -1.2022 0.15 -0.13 -0.30
H -1.0451 2.2268 -1.8589 -0.54 0.35 -0.11
H 0.3302 1.9396 0.2161 0.26 0.12 -0.64
H 0.0724 0.3429 -0.5574 0.04 0.13 -0.19
C -4.1648 -1.4120 1.1021 -0.45 -1.56 0.32
Br -3.0724 -1.9042 -0.4530 -0.18 -0.12 0.88
Br -3.9070 -2.6703 2.6902 -0.36 1.06 -1.67
Br -6.1275 -1.4920 0.5517 1.75 0.45 0.54
H -3.7720 -0.4450 1.4163 -0.76 -0.02 -0.03
```
Positions in Å, forces in eV/Å.